# 1
Molecular formula: C12H26IN2O3P
Method: DFT, the ωB97M-V functional and the def2-TZVPD basis

Each line ends with the Löwdin charge.
Atoms and positions in Å:
1 O 5.083 -2.834 3.267  -0.358
2 P 4.188 -1.657 3.899  0.526
3 I 5.181 0.378 3.009  0.518
4 C 2.655 -1.753 2.799  -0.509
5 N 1.866 -0.512 3.043  0.051
6 C 0.419 -0.905 3.222  -0.033
7 C 0.555 -2.371 3.634  -0.134
8 O 1.880 -2.778 3.366  -0.123
9 H 4.788 -3.696 3.616  0.082
10 H 2.763 -1.991 1.748  0.148
11 H 2.072 0.213 2.354  0.139
12 H 2.161 -0.136 3.951  0.133
13 H 0.072 -0.316 4.056  0.138
14 H -0.153 -0.692 2.335  0.118
15 H 0.257 -2.588 4.648  0.133
16 H -0.140 -2.947 3.031  0.134
17 C 0.095 2.567 -2.026  -0.022
18 C -0.248 1.430 -1.047  -0.497
19 C 0.481 0.154 -1.471  -0.138
20 C -0.111 -0.468 -2.734  -0.164
21 C -1.611 -0.716 -2.564  -0.127
22 C -2.395 0.517 -2.108  -0.493
23 N -1.713 1.183 -0.956  -0.081
24 O -1.989 0.576 0.152  -0.036
25 C -2.579 1.502 -3.278  -0.025
26 C -3.801 0.097 -1.699  -0.041
27 C 0.249 1.900 0.310  -0.047
28 H 1.132 2.872 -1.885  0.090
29 H 0.006 2.289 -3.071  0.061
30 H -0.535 3.438 -1.846  0.100
31 H 0.429 -0.583 -0.658  0.112
32 H 1.539 0.382 -1.622  0.125
33 H 0.077 0.169 -3.601  0.108
34 H 0.390 -1.415 -2.943  0.115
35 H -2.039 -1.078 -3.499  0.129
36 H -1.749 -1.516 -1.830  0.123
37 H -3.000 2.443 -2.925  0.097
38 H -3.272 1.082 -4.005  0.090
39 H -1.664 1.718 -3.824  0.061
40 H -3.795 -0.682 -0.940  0.079
41 H -4.322 -0.296 -2.570  0.092
42 H -4.368 0.945 -1.316  0.096
43 H -0.292 2.783 0.649  0.102
44 H 1.307 2.161 0.256  0.087
45 H 0.133 1.127 1.073  0.040

Computed properties:
DFT total energy = -1446.8167 Ha
Net charge = +1
Spin multiplicity = 2
Orbital gap (alpha / beta) = 7.6347 / 8.6495 eV
Lowest unoccupied orbital energy (alpha / beta) = -3.276 / -3.277 eV
Energy above the lowest of the compared OMol25 structures with the same formula, charge and spin = 16.95 kcal per mole


# 2
Molecular formula: C19H25NO13P2
Method: DFT, the ωB97M-V functional and the def2-TZVPD basis

Each line ends with the Löwdin charge.
Atoms and positions in Å:
1 C -1.345 1.014 -1.325  0.015
2 C -1.144 2.483 -1.135  -0.527
3 O -2.031 3.281 -0.964  0.039
4 N 0.218 2.947 -1.119  -0.094
5 C 0.929 2.574 -2.323  -0.485
6 C 2.423 2.480 -2.225  0.023
7 O 0.301 2.272 -3.301  0.125
8 P 0.474 4.508 -0.422  0.709
9 O 1.246 5.072 -1.828  -0.270
10 C 1.951 4.694 0.630  -0.307
11 C 2.374 3.401 1.352  -0.262
12 C 3.884 3.239 1.327  -0.281
13 O 4.318 2.017 1.899  -0.052
14 P -0.731 3.784 1.442  0.684
15 O -0.761 2.296 1.645  -0.476
16 H -2.134 0.704 -0.645  0.093
17 H -0.442 0.454 -1.101  0.088
18 H -1.663 0.827 -2.349  0.096
19 H 2.699 1.448 -2.443  0.104
20 H 2.796 2.738 -1.239  0.050
21 H 2.871 3.126 -2.977  0.098
22 H -0.460 5.561 -0.504  0.043
23 H 0.815 5.841 -2.206  0.059
24 H 1.696 5.471 1.356  0.086
25 H 2.754 5.089 0.011  0.086
26 H 1.918 2.521 0.887  0.098
27 H 2.028 3.406 2.388  0.107
28 H 4.241 3.260 0.294  0.108
29 H 4.359 4.073 1.856  0.124
30 H 3.591 1.609 2.376  0.083
31 H -2.005 4.381 1.379  -0.010
32 H -0.166 4.483 2.539  -0.014
33 O -0.774 -0.695 1.593  0.097
34 C -1.664 -1.276 2.183  -0.303
35 C -1.977 -2.678 1.978  0.070
36 C -2.979 -3.228 2.673  -0.233
37 O -3.353 -4.498 2.570  0.104
38 C -3.802 -2.441 3.670  -0.322
39 O -4.693 -3.058 4.234  0.086
40 C -3.489 -1.053 3.882  0.063
41 C -2.486 -0.479 3.186  -0.232
42 O -2.163 0.784 3.328  0.102
43 H -1.384 -3.235 1.269  0.104
44 H -4.103 -4.596 3.192  0.115
45 H -4.080 -0.499 4.597  0.132
46 H -1.457 1.074 2.694  0.063
47 O 1.384 -3.406 -3.793  0.102
48 C 0.838 -4.263 -3.121  -0.310
49 C 0.240 -4.042 -1.824  0.076
50 C -0.317 -5.085 -1.192  -0.224
51 O -0.891 -5.001 -0.003  0.099
52 C -0.344 -6.482 -1.781  -0.310
53 O -0.870 -7.342 -1.098  0.107
54 C 0.242 -6.700 -3.084  0.072
55 C 0.799 -5.658 -3.719  -0.233
56 O 1.366 -5.731 -4.911  0.117
57 H 0.265 -3.046 -1.404  0.134
58 H -1.209 -5.899 0.223  0.127
59 H 0.214 -7.695 -3.504  0.136
60 H 1.683 -4.827 -5.112  0.120

Computed properties:
DFT total energy = -2454.5951 Ha
Orbital gap = 7.6837 eV
Lowest unoccupied orbital energy = -1.435 eV


Repeat the second record exactly.
Molecular formula: C19H25NO13P2
Method: DFT, the ωB97M-V functional and the def2-TZVPD basis

Each line ends with the Löwdin charge.
Atoms and positions in Å:
1 C -1.345 1.014 -1.325  0.015
2 C -1.144 2.483 -1.135  -0.527
3 O -2.031 3.281 -0.964  0.039
4 N 0.218 2.947 -1.119  -0.094
5 C 0.929 2.574 -2.323  -0.485
6 C 2.423 2.480 -2.225  0.023
7 O 0.301 2.272 -3.301  0.125
8 P 0.474 4.508 -0.422  0.709
9 O 1.246 5.072 -1.828  -0.270
10 C 1.951 4.694 0.630  -0.307
11 C 2.374 3.401 1.352  -0.262
12 C 3.884 3.239 1.327  -0.281
13 O 4.318 2.017 1.899  -0.052
14 P -0.731 3.784 1.442  0.684
15 O -0.761 2.296 1.645  -0.476
16 H -2.134 0.704 -0.645  0.093
17 H -0.442 0.454 -1.101  0.088
18 H -1.663 0.827 -2.349  0.096
19 H 2.699 1.448 -2.443  0.104
20 H 2.796 2.738 -1.239  0.050
21 H 2.871 3.126 -2.977  0.098
22 H -0.460 5.561 -0.504  0.043
23 H 0.815 5.841 -2.206  0.059
24 H 1.696 5.471 1.356  0.086
25 H 2.754 5.089 0.011  0.086
26 H 1.918 2.521 0.887  0.098
27 H 2.028 3.406 2.388  0.107
28 H 4.241 3.260 0.294  0.108
29 H 4.359 4.073 1.856  0.124
30 H 3.591 1.609 2.376  0.083
31 H -2.005 4.381 1.379  -0.010
32 H -0.166 4.483 2.539  -0.014
33 O -0.774 -0.695 1.593  0.097
34 C -1.664 -1.276 2.183  -0.303
35 C -1.977 -2.678 1.978  0.070
36 C -2.979 -3.228 2.673  -0.233
37 O -3.353 -4.498 2.570  0.104
38 C -3.802 -2.441 3.670  -0.322
39 O -4.693 -3.058 4.234  0.086
40 C -3.489 -1.053 3.882  0.063
41 C -2.486 -0.479 3.186  -0.232
42 O -2.163 0.784 3.328  0.102
43 H -1.384 -3.235 1.269  0.104
44 H -4.103 -4.596 3.192  0.115
45 H -4.080 -0.499 4.597  0.132
46 H -1.457 1.074 2.694  0.063
47 O 1.384 -3.406 -3.793  0.102
48 C 0.838 -4.263 -3.121  -0.310
49 C 0.240 -4.042 -1.824  0.076
50 C -0.317 -5.085 -1.192  -0.224
51 O -0.891 -5.001 -0.003  0.099
52 C -0.344 -6.482 -1.781  -0.310
53 O -0.870 -7.342 -1.098  0.107
54 C 0.242 -6.700 -3.084  0.072
55 C 0.799 -5.658 -3.719  -0.233
56 O 1.366 -5.731 -4.911  0.117
57 H 0.265 -3.046 -1.404  0.134
58 H -1.209 -5.899 0.223  0.127
59 H 0.214 -7.695 -3.504  0.136
60 H 1.683 -4.827 -5.112  0.120

Computed properties:
DFT total energy = -2454.5951 Ha
Orbital gap = 7.6837 eV
Lowest unoccupied orbital energy = -1.435 eV


Look up the DFT total energy of the second one.
-2454.5951 Ha


What is the DFT total energy in the first record?
-1446.8167 Ha


Which of these has the lowest DFT total energy?
C19H25NO13P2